Entry 1:
10
Properties=species:S:1:pos:R:3:lowdin_charge:R:1 method="wB97M-V/def2-TZVPD" orbital_gap_ha=0.315 e_lumo_ev=0.4 e_above_lowest_kcal_mol=95.11 largest_force_ev_per_a=0.465 homo_energy_ev=-8.20 e_tot_ha=-192.99164 charge=0
C -1.455 0.173 0.251 -0.125
C -0.506 -0.928 -0.102 -0.060
C 1.483 -0.048 -0.266 -0.106
O 0.638 -0.768 0.637 -0.216
H -2.257 -0.333 0.809 0.087
H -1.923 0.539 -0.672 0.078
H -1.039 0.991 0.857 0.077
H 1.121 -0.224 -1.291 0.081
H 2.501 -0.429 -0.178 0.092
H 1.436 1.027 -0.045 0.092

Entry 2:
109
Properties=species:S:1:pos:R:3:lowdin_charge:R:1 method="wB97M-V/def2-TZVPD" s2=0.7538 orbital_gap_ha="0.123 / 0.117" e_lumo_ev="-2.0 / -2.0" largest_force_ev_per_a=9.201 homo_energy_ev="-5.29 / -5.14" e_tot_ha=-7989.77445 multiplicity=2 charge=0
C 5.247 -1.220 0.155 -0.107
O 4.899 -0.063 -0.686 -0.091
B 3.751 0.703 -0.081 -0.358
O 3.842 0.926 1.367 0.046
C 2.531 1.290 -1.086 -0.235
O 3.324 2.126 -2.002 0.061
B 2.585 2.764 -3.076 -0.521
O 2.155 2.066 -4.335 0.030
O 2.249 4.212 -2.997 0.060
C 1.500 2.117 -0.105 -0.030
C 0.344 1.213 0.626 -0.389
C -0.922 2.276 0.910 -0.077
C 0.753 0.715 2.170 -0.054
N -0.258 0.112 -0.193 -0.281
O -1.264 0.505 -0.989 -0.322
C 0.724 -0.808 -0.855 -0.354
C -0.186 -1.662 -1.977 -0.292
C 1.308 -2.016 0.133 -0.031
C 1.896 -0.073 -1.753 -0.018
H 4.369 -1.624 0.818 0.083
H 6.115 -0.911 0.878 0.113
H 5.572 -2.112 -0.560 0.100
H 4.483 1.692 1.512 0.152
H 2.932 1.541 -4.720 0.113
H 2.350 4.461 -2.029 0.052
H 2.053 2.705 0.776 0.142
H 0.895 2.982 -0.665 0.135
H -1.833 1.625 1.308 0.014
H -0.616 2.982 1.811 0.100
H -1.186 2.927 -0.025 0.095
H -0.238 0.189 2.577 0.069
H 1.589 -0.101 2.185 0.062
H 0.950 1.628 2.883 0.097
H -1.176 -2.072 -1.452 -0.062
H 0.412 -2.641 -2.296 0.021
H -0.444 -1.031 -2.927 0.100
H 1.749 -2.862 -0.585 0.090
H 2.190 -1.684 0.819 0.066
H 0.397 -2.493 0.693 0.069
H 2.748 -0.901 -1.880 0.139
H 1.439 0.055 -2.822 0.117
Ca -1.433 -3.245 -2.672 1.114
C -2.221 -3.259 3.824 -0.007
C -2.264 -2.943 2.352 -0.464
O -1.522 -3.515 1.555 0.029
C -3.250 -1.902 1.895 -0.082
H -1.464 -4.029 4.007 0.095
H -1.954 -2.363 4.388 0.093
H -3.192 -3.640 4.150 0.069
H -3.028 -0.945 2.374 0.028
H -4.267 -2.222 2.136 0.066
H -3.169 -1.778 0.810 0.072
C -9.199 -3.722 0.919 -0.113
C -9.434 -3.930 2.279 -0.071
C -8.391 -4.332 3.117 -0.009
C -7.110 -4.517 2.580 -0.163
C -6.872 -4.316 1.214 -0.013
C -7.924 -3.918 0.386 -0.079
N -6.004 -4.914 3.460 -0.314
O -6.258 -5.101 4.659 0.077
O -4.879 -5.036 2.954 0.051
H -10.013 -3.404 0.272 0.104
H -10.431 -3.777 2.687 0.115
H -8.591 -4.490 4.174 0.123
H -5.884 -4.461 0.783 0.119
H -7.749 -3.756 -0.676 0.113
C 1.071 -8.664 -1.250 -0.134
C 0.120 -7.632 -0.735 -0.140
O -0.100 -6.802 -1.860 0.010
C 0.170 -7.554 -2.967 -0.522
O -0.076 -7.209 -4.110 0.118
O 0.752 -8.741 -2.627 0.071
H 0.935 -9.634 -0.766 0.141
H 2.117 -8.357 -1.146 0.141
H -0.836 -8.064 -0.421 0.138
H 0.540 -7.057 0.095 0.142
C -7.629 0.037 1.273 -1.480
Cl -7.174 -0.864 2.729 0.592
Cl -6.468 -0.263 -0.032 0.521
Cl -9.268 -0.397 0.759 0.600
H -7.613 1.104 1.509 0.029
C 3.431 5.531 0.212 -1.020
O 2.512 4.840 -0.199 -0.013
O 4.343 5.992 -0.484 -0.342
O 3.591 5.877 1.388 0.081
O 1.612 7.533 0.849 0.100
C 1.476 8.497 0.096 -0.477
O 1.669 9.754 0.555 -0.008
C 1.724 10.928 -0.278 -0.234
C 0.334 11.473 -0.537 -0.077
C 0.999 8.305 -1.313 0.016
H 2.279 10.731 -1.200 0.114
H 2.304 11.673 0.277 0.120
H -0.286 10.753 -1.077 0.065
H 0.384 12.395 -1.122 0.077
H -0.177 11.683 0.409 0.081
H -0.092 8.248 -1.320 0.093
H 1.413 7.366 -1.694 0.092
H 1.331 9.082 -2.000 0.068
K -4.331 0.702 1.379 0.711
C 8.587 -2.559 -1.864 -0.720
O 7.920 -3.274 -1.133 0.011
N 8.086 -1.464 -2.464 0.163
N 9.882 -2.801 -2.134 0.145
H 8.619 -0.862 -3.068 0.101
H 7.114 -1.246 -2.287 0.100
H 10.298 -3.616 -1.702 0.110
H 10.448 -2.223 -2.733 0.097
Br 5.269 6.756 -2.162 0.457

Entry 3:
9
Properties=species:S:1:pos:R:3:lowdin_charge:R:1 method="wB97M-V/def2-TZVPD" orbital_gap_ha="0.296 / 0.283" e_lumo_ev="0.4 / 0.3" e_above_lowest_kcal_mol=93.41 largest_force_ev_per_a=2.311 homo_energy_ev="-7.65 / -7.39" e_tot_ha=-950.05982 charge=0
C -1.125 -0.487 -0.006 -0.614
C 1.375 -0.522 -0.110 -0.588
O 0.119 -0.093 -0.111 -0.235
S -2.345 0.705 -0.371 0.718
S 2.636 0.633 -0.268 0.768
H -1.506 -1.328 0.593 0.074
H 1.369 -1.398 0.483 0.067
H -2.329 1.157 0.928 -0.118
H 1.807 1.333 -1.137 -0.071

Entry 4:
79
Properties=species:S:1:pos:R:3:lowdin_charge:R:1 method="wB97M-V/def2-TZVPD" s2=9.3355 orbital_gap_ha="0.240 / 0.246" e_lumo_ev="-10.3 / -10.1" e_above_lowest_kcal_mol=0.00 largest_force_ev_per_a=3.653 homo_energy_ev="-16.81 / -16.81" e_tot_ha=-5684.97819 multiplicity=6 charge=+3
Dy 0.677 -0.424 -0.112 0.708
P -1.189 1.164 1.706 0.743
P 1.324 2.169 -1.402 0.713
P 2.275 0.809 1.973 0.708
H 0.812 -3.331 0.162 0.078
C 0.974 -2.640 0.999 -0.232
C -0.096 -2.079 1.668 -0.135
H -1.118 -2.175 1.276 0.084
C -2.993 0.927 1.543 -0.270
C -1.172 3.001 1.719 -0.246
C -1.128 0.835 3.522 -0.249
C 2.688 1.956 -2.622 -0.270
C 0.034 2.772 -2.557 -0.271
C 1.827 3.763 -0.643 -0.253
C 2.387 -0.328 3.416 -0.237
C 2.240 2.436 2.823 -0.238
C 4.007 0.792 1.365 -0.268
H 1.996 -2.676 1.393 0.068
H -0.050 -1.746 2.708 0.074
H -3.246 -0.118 1.756 0.045
H -3.319 1.167 0.525 0.012
H -3.529 1.575 2.249 0.074
H -1.344 3.372 0.700 0.042
H -0.212 3.388 2.078 0.027
H -1.979 3.363 2.374 0.073
H -1.398 -0.216 3.692 0.050
H -1.863 1.483 4.021 0.075
H -0.135 1.017 3.947 0.013
H 2.704 2.829 -3.286 0.066
H 2.510 1.053 -3.220 0.043
H 3.655 1.868 -2.110 0.050
H 0.514 3.375 -3.339 0.067
H -0.697 3.397 -2.027 0.050
H -0.474 1.918 -3.024 0.015
H 2.031 4.490 -1.441 0.075
H 2.739 3.634 -0.044 0.038
H 1.015 4.151 -0.012 0.039
H 3.357 -0.183 3.909 0.073
H 2.302 -1.371 3.088 0.028
H 1.584 -0.131 4.134 0.045
H 3.166 2.552 3.405 0.079
H 1.387 2.514 3.510 0.042
H 2.184 3.251 2.090 0.029
H 4.682 0.852 2.228 0.069
H 4.182 1.639 0.688 0.050
H 4.208 -0.136 0.808 -0.013
C 3.847 -3.335 -1.134 -0.427
C 3.332 -4.473 -0.498 -0.103
C 3.990 -5.714 -0.608 -0.033
C 5.181 -5.813 -1.338 -0.022
C 5.721 -4.671 -1.953 -0.030
C 5.064 -3.438 -1.838 -0.107
Se 2.973 -1.498 -1.138 0.897
H 1.545 -2.003 -1.463 -0.110
H 2.421 -4.415 0.090 0.070
H 3.573 -6.596 -0.122 0.126
H 5.691 -6.773 -1.427 0.130
H 6.651 -4.739 -2.523 0.131
H 5.498 -2.545 -2.303 0.112
C -5.149 2.551 -1.881 -0.063
C -4.590 1.238 -2.386 -0.211
N -3.360 0.884 -1.636 -0.012
C -2.897 -0.415 -1.602 -0.734
S -1.250 -0.799 -1.944 0.595
N -3.783 -1.387 -1.306 0.055
C -4.987 -1.208 -0.442 -0.220
C -6.140 -2.043 -0.949 -0.058
H -5.402 2.500 -0.816 0.082
H -6.065 2.792 -2.427 0.098
H -4.449 3.377 -2.040 0.082
H -5.326 0.436 -2.295 0.106
H -4.328 1.320 -3.451 0.139
H -2.600 1.534 -1.850 0.108
H -3.399 -2.326 -1.315 0.141
H -4.717 -1.487 0.583 0.118
H -5.239 -0.154 -0.417 0.098
H -5.932 -3.110 -0.845 0.089
H -7.037 -1.821 -0.365 0.099
H -6.357 -1.826 -2.000 0.090

Entry 5:
21
Properties=species:S:1:pos:R:3:lowdin_charge:R:1 method="wB97M-V/def2-TZVPD" orbital_gap_ha=0.208 e_lumo_ev=-1.0 e_above_lowest_kcal_mol=181.34 largest_force_ev_per_a=4.657 homo_energy_ev=-6.66 e_tot_ha=-274.82727 charge=0
C 2.099 1.531 1.870 -0.137
C 1.173 1.450 0.687 -0.330
C 0.741 0.110 0.192 -0.013
C -0.620 0.016 -0.291 -0.349
C -1.751 0.772 -0.034 0.047
C -1.350 -0.810 -1.252 -0.168
C -0.573 -1.761 -2.127 -0.123
H 3.142 1.121 1.741 0.081
H 1.608 1.104 2.784 0.078
H 2.247 2.629 2.186 0.089
H 0.243 2.036 0.830 0.095
H 1.582 2.060 -0.197 0.138
H 1.571 -0.349 -0.373 0.105
H -0.061 -5.387 3.485 0.000
H -2.478 0.540 0.795 0.105
H -2.196 1.285 -0.960 0.107
H -2.389 -0.894 -1.326 0.067
H -0.454 -5.975 3.931 0.000
H -1.002 -1.910 -3.144 0.066
H 0.366 -1.284 -2.303 0.042
H -0.484 -2.832 -1.716 0.100

Entry 6:
9
Properties=species:S:1:pos:R:3:lowdin_charge:R:1 method="wB97M-V/def2-TZVPD" s2=6.0461 orbital_gap_ha="0.254 / 0.249" e_lumo_ev="-11.3 / -12.7" largest_force_ev_per_a=5.465 homo_energy_ev="-18.18 / -19.47" e_tot_ha=-363.89872 multiplicity=5 charge=+2
H -0.138 -2.522 -0.488 0.142
C -1.081 -0.471 0.055 -0.006
C -0.167 0.666 -0.175 -0.267
O 1.110 0.316 0.270 -0.497
Li 0.756 -1.542 0.833 0.716
Ir 2.614 1.136 0.209 1.406
F -2.323 -0.053 0.209 0.150
H -0.566 1.564 0.346 0.176
H -0.206 0.906 -1.260 0.180